The molecule C17H15ClN2OS. Source: OMol25; level of theory: the ωB97M-V functional and the def2-TZVPD basis.

The geometry in XYZ format:
```
37
C17H15ClN2OS (the ωB97M-V functional and the def2-TZVPD basis)
C 4.176 4.760 -1.717
H 5.033 4.051 -1.780
H 4.310 5.472 -2.286
H 4.034 4.996 -0.770
C 2.964 3.823 -2.478
C 2.761 2.820 -1.429
C 3.688 1.951 -1.230
C 3.564 0.554 -0.432
C 2.362 0.466 0.228
C 1.271 1.507 0.107
C 1.734 2.590 -0.552
H 0.992 3.316 -0.818
H 0.300 1.408 0.478
N 2.077 -0.596 1.205
C 0.941 -1.385 1.225
O 0.796 -1.920 2.259
C -0.302 -1.073 0.229
C -1.557 -1.255 0.506
C -2.231 -1.764 1.793
C -3.574 -1.678 1.712
C -4.232 -1.701 0.333
C -3.535 -1.236 -0.651
C -2.177 -1.226 -0.616
N -1.436 -0.842 -1.679
S 0.259 -1.114 -1.368
H -4.199 -1.364 -1.660
H -5.478 -1.734 0.274
Cl -4.427 -2.205 3.169
H -1.690 -1.590 2.638
H 2.748 -0.821 1.731
H 4.324 -0.195 -0.183
H 4.743 1.731 -1.788
C 3.244 3.433 -3.663
H 2.344 2.897 -4.173
H 4.125 2.864 -3.859
H 3.445 4.253 -4.181
H 2.191 4.399 -2.322
```

The energy above the lowest of the compared OMol25 structures with the same formula, charge and spin is 284.6 kcal per mole. Its net charge is 0. Its structure (SMILES) is CC(C)c1ccc(NC(=O)c2snc3ccc(Cl)cc23)cc1.

***

A structure of composition C17H15ClN3O2V. Source: OMol25; level of theory: the ωB97M-V functional and the def2-TZVPD basis.

The geometry in XYZ format:
```
39
C17H15ClN3O2V (the ωB97M-V functional and the def2-TZVPD basis)
V -0.344 0.328 0.408
C 0.128 0.240 3.391
N -0.382 -0.437 2.233
C -1.036 -1.558 2.340
C -1.466 -2.123 1.128
C -2.021 -3.358 0.735
C -2.032 -3.353 -0.646
C -1.508 -2.097 -1.066
N -1.188 -1.361 -0.015
C -1.014 0.800 4.220
C -1.013 0.682 5.610
C -2.039 1.239 6.353
C -3.101 1.867 5.709
C -3.088 2.019 4.324
C -2.064 1.472 3.581
H 0.808 1.047 3.064
H 0.707 -0.454 4.013
H -1.197 -2.056 3.297
H -2.354 -4.140 1.392
H -2.343 -4.151 -1.293
H -1.388 -1.747 -2.082
H -0.203 0.176 6.115
H -2.023 1.165 7.430
H -3.945 2.219 6.284
H -3.883 2.565 3.842
H -2.061 1.587 2.494
Cl -2.331 2.733 -4.439
C -1.865 2.781 -2.798
C -2.104 3.909 -2.007
C -1.664 3.916 -0.692
C -1.054 2.776 -0.193
N -0.884 1.673 -0.932
C -1.243 1.671 -2.210
H -2.613 4.767 -2.419
H -1.791 4.788 -0.069
H -0.646 2.754 0.829
H -1.020 0.784 -2.792
O 1.098 0.000 0.022
O 2.217 -0.261 -0.309
```

The spin multiplicity is 3. Its net charge is +2. Its expectation value of S² is 2.46.

***

A structure of composition C17H15CoN4O4PS3. Source: OMol25; level of theory: the ωB97M-V functional and the def2-TZVPD basis.

The geometry in XYZ format:
```
45
C17H15CoN4O4PS3 (the ωB97M-V functional and the def2-TZVPD basis)
Co -0.361 0.465 0.440
O -2.597 -4.926 4.475
C -2.000 -3.905 4.876
O -1.572 -3.619 6.008
C -1.745 -2.833 3.783
C -2.185 -3.041 2.480
C -1.908 -2.098 1.510
N -1.229 -0.980 1.771
C -0.843 -0.742 3.031
C -1.072 -1.647 4.055
C -0.127 0.594 3.251
O 0.460 0.770 4.318
O -0.184 1.407 2.267
H -2.729 -3.949 2.258
H -2.226 -2.227 0.481
H -0.726 -1.438 5.057
S 0.652 2.005 -1.188
C -0.952 2.133 -1.815
S -2.198 1.422 -0.865
C -1.207 2.732 -3.052
C -0.168 3.286 -3.853
N 0.643 3.740 -4.539
C -2.519 2.813 -3.599
N -3.564 2.891 -4.086
S -0.172 -2.416 -3.471
C 0.289 -3.334 -2.098
C 0.183 -2.567 -0.986
N -0.260 -1.285 -1.200
C -0.487 -1.071 -2.458
H 0.602 -4.361 -2.171
H 0.402 -2.886 0.023
H -0.843 -0.132 -2.858
C 2.525 -1.539 2.284
P 2.065 -0.300 1.014
C 2.894 1.189 1.663
C 3.167 -0.754 -0.379
H 3.609 -1.611 2.400
H 2.125 -2.520 2.021
H 2.079 -1.239 3.234
H 3.957 1.011 1.846
H 2.392 1.478 2.588
H 2.770 2.002 0.946
H 4.216 -0.767 -0.075
H 3.024 -0.024 -1.178
H 2.893 -1.737 -0.768
```

The spin multiplicity is 4. The energy above the lowest of the compared OMol25 structures with the same formula, charge and spin is 0.0 kcal per mole. Its net charge is -2. Its expectation value of S² is 3.76.

***

The molecule C17H15N5S. Source: OMol25; level of theory: the ωB97M-V functional and the def2-TZVPD basis.

The geometry in XYZ format:
```
38
C17H15N5S (the ωB97M-V functional and the def2-TZVPD basis)
N -1.065 0.367 1.416
N -0.506 -1.273 -1.686
N 0.902 0.325 -2.682
S 4.128 3.212 -2.930
C -0.310 1.197 0.726
C 5.861 3.308 -2.589
C 6.127 3.192 -1.260
C 4.924 2.981 -0.438
C 3.769 2.990 -1.192
C 0.264 -0.831 -2.678
C -0.688 -0.499 -0.627
C 0.778 1.036 -1.588
C -3.712 -3.606 0.241
C -2.810 -2.610 -0.099
C -4.290 -3.646 1.509
C -2.993 -1.662 2.122
C -0.001 0.667 -0.519
C -2.403 -1.638 0.837
C -3.911 -2.664 2.498
N -1.428 -0.641 0.542
N 1.489 2.182 -1.750
C -4.387 -2.776 3.913
C 2.328 2.812 -0.701
H 0.128 2.111 1.134
H 6.606 3.431 -3.404
H 7.132 3.231 -0.850
H 4.943 2.881 0.640
H 0.438 -1.448 -3.541
H -3.988 -4.365 -0.485
H -2.366 -2.647 -1.073
H -5.052 -4.393 1.737
H -2.641 -0.964 2.847
H 1.850 2.134 -2.700
H -5.354 -2.314 4.036
H -4.473 -3.819 4.185
H -3.648 -2.292 4.582
H 1.972 3.807 -0.417
H 2.384 2.226 0.246
```

The energy above the lowest of the compared OMol25 structures with the same formula, charge and spin is 5.9 kcal per mole. Its net charge is 0. Its structure (SMILES) is Cc1cccc(-n2ncc3c(NCc4cccs4)ncnc32)c1.

***

The molecule C17H15N7O2S2. Source: OMol25; level of theory: the ωB97M-V functional and the def2-TZVPD basis.

The geometry in XYZ format:
```
43
C17H15N7O2S2 (the ωB97M-V functional and the def2-TZVPD basis)
O 3.742 3.187 1.089
O 5.803 1.883 0.577
N -4.596 0.825 -2.620
N -5.187 1.002 -1.397
N -2.605 -1.258 -0.594
N -0.075 -1.395 -3.200
S -2.468 -0.633 -3.673
C -3.542 0.042 -2.448
C -4.535 0.289 -0.522
C -1.628 -1.797 -1.287
C -1.283 -1.394 -2.639
C -5.829 -0.178 3.649
C -6.800 0.110 2.638
C -4.497 -0.222 3.273
C -6.357 0.221 1.282
C -4.060 -0.032 1.930
C 3.062 -1.338 -1.310
C 1.327 0.299 -1.389
C 3.822 -0.510 -0.481
C 2.145 1.182 -0.645
C -4.987 0.149 0.888
C 1.790 -0.956 -1.747
C 3.381 0.759 -0.153
N -3.439 -0.316 -1.131
N 1.060 -1.811 -2.575
N 4.194 1.172 2.382
C -0.836 -2.840 -0.556
S 4.357 1.855 0.868
H -6.172 -0.353 4.654
H -7.854 0.168 2.873
H -3.745 -0.453 3.993
H -7.115 0.342 0.518
H -3.017 -0.104 1.693
H 3.510 -2.307 -1.625
H 0.335 0.600 -1.737
H 4.757 -0.918 -0.063
H 1.836 2.208 -0.415
H 1.624 -2.549 -3.009
H 3.270 1.457 2.758
H 4.887 1.618 2.958
H -1.467 -3.317 0.207
H -0.548 -3.620 -1.246
H 0.042 -2.434 -0.029
```

The energy above the lowest of the compared OMol25 structures with the same formula, charge and spin is 10.2 kcal per mole. Its net charge is 0. Its structure (SMILES) is Cc1nn2c(-c3ccccc3)nnc2s/c1=N/Nc1ccc(S(N)(=O)=O)cc1.

***

A structure of composition C17H15NO5Pd. Source: OMol25; level of theory: the ωB97M-V functional and the def2-TZVPD basis.

The geometry in XYZ format:
```
39
C17H15NO5Pd (the ωB97M-V functional and the def2-TZVPD basis)
Pd 1.351 -0.656 -0.456
O 1.591 -1.901 5.395
C 1.574 -1.979 4.024
C 0.410 -2.256 3.337
C 0.458 -2.296 1.953
N 1.593 -2.094 1.281
C 2.717 -1.833 1.956
C 2.753 -1.772 3.345
C 4.018 -1.548 1.168
O 5.060 -1.723 1.840
O 3.856 -1.211 -0.015
C -0.863 -2.510 1.188
O -1.732 -3.127 1.848
O -0.892 -2.056 0.030
H 0.683 -2.012 5.699
H -0.540 -2.444 3.825
H 3.688 -1.563 3.842
C -0.919 1.780 0.425
C -0.308 1.907 -0.972
C -0.213 3.405 -1.326
C 1.073 1.261 -0.933
C -1.208 1.252 -2.025
C -2.398 0.612 -1.708
C -3.197 0.031 -2.696
C -2.818 0.086 -4.026
C -1.613 0.707 -4.359
C -0.824 1.268 -3.368
H -0.246 2.253 1.144
H -1.032 0.735 0.721
H -1.898 2.275 0.486
H 0.409 3.910 -0.579
H -1.200 3.884 -1.340
H 0.253 3.554 -2.304
H 1.773 1.999 -0.525
H -2.693 0.508 -0.673
H -4.101 -0.492 -2.405
H -3.429 -0.377 -4.792
H -1.277 0.729 -5.390
H 0.143 1.695 -3.615
```

Its net charge is -2.

***

These records have E_tot values of -46246.804, -64626.860, -111449.586, -36157.232, -54064.507, -33078.651 eV, in the order they appear.
These records have max |F| values of 14.012, 6.783, 0.134, 2.359, 3.916, 1.812 eV Å⁻¹, in the order they appear.